ORCA calculation (wB97M-V/def2-TZVPD) on C31H34Br57N3OS as an isolated structure at a distorted geometry.

The geometry in XYZ format:
```
127
Properties=species:S:1:pos:R:3:forces:R:3
Br -9.63563 -0.51234 2.75738 0.0086 0.2295 0.2145
Br 7.72438 4.86939 -1.98793 0.1392 0.1884 -0.2085
Br -3.41874 -1.44165 1.90075 -0.3030 -0.0432 0.1463
Br 5.89038 5.54237 -7.71305 -0.1757 0.0075 -0.1754
Br 3.04303 4.22283 -8.36438 0.2150 0.3050 -0.0613
Br -7.84894 -2.37043 5.91663 -0.1167 0.0600 0.1322
Br -0.61908 6.40536 6.25922 -0.1061 -0.1505 0.2154
Br 8.67533 6.05301 -4.81227 -0.0545 0.0550 0.2578
Br 4.21873 0.86980 -8.74879 -0.2813 -0.4087 -0.4559
Br -2.82774 -5.55433 6.39083 -0.1339 -0.1763 0.2391
Br -14.74370 5.63297 4.93621 0.0573 -0.2698 -0.0773
Br -10.88469 1.74070 4.66573 0.1339 -0.1001 -0.1941
Br -6.83491 0.01110 0.12242 0.0627 -0.2663 -0.0423
Br -7.38022 -3.10326 0.62887 0.2435 0.3487 0.0129
Br -4.10936 -2.97821 4.62230 -0.0636 0.2292 -0.2218
Br -9.49684 -0.17481 7.56406 0.0933 -0.3019 -0.0395
Br -4.57239 3.71579 2.17126 0.1477 -0.0086 0.2073
Br 5.20586 1.37382 2.43252 0.1050 0.0877 -0.2440
Br 7.33602 7.53450 1.45753 -0.0513 0.2365 0.0326
Br 1.32245 -1.35806 -3.45593 2.5962 -0.2256 -1.5736
Br -14.10645 3.58475 2.55480 -0.0343 0.0385 0.3216
Br 11.28448 0.07275 -8.88042 -0.0128 -0.1109 0.2633
Br -4.13964 3.33064 5.32524 0.0868 0.1588 -0.1433
Br 9.61415 -1.36643 -6.55785 0.2001 0.0120 -0.1118
Br -0.59768 -4.56307 -3.02670 -0.3570 -0.6248 -0.7170
Br -0.85913 3.52859 7.65494 -0.0495 0.2941 0.0069
Br -1.64622 -2.18035 -4.91145 -0.3421 -0.3786 -0.0724
Br 8.16163 10.51131 2.30501 -0.1842 -0.1759 -0.1322
Br 6.09894 1.95821 -6.52456 0.3553 0.0321 0.3534
Br 3.02123 1.03258 -11.71548 0.0050 -0.0959 0.2692
Br -15.12704 2.48230 5.38892 0.1507 0.2161 -0.1624
Br -4.06763 -5.95983 9.31752 -0.0208 -0.0317 -0.2960
Br -8.28747 2.39544 2.90661 -0.1543 -0.2143 0.1478
Br -10.05289 -3.29320 8.05243 0.1187 0.2068 -0.1702
Br 2.66645 -3.54753 -5.40137 0.0345 0.0987 0.0598
Br 12.46458 -0.06376 -5.90236 -0.2027 -0.0665 -0.1738
Br 6.57123 1.56529 -3.38508 0.2534 0.1560 -0.5449
Br 4.73233 1.78290 -0.71047 0.0134 0.0159 0.4816
Br -9.41847 -5.72967 -0.54694 -0.1111 -0.3792 0.1231
Br -1.61399 3.75963 3.39629 -0.3553 -0.0417 0.0513
Br 4.69888 5.68318 -10.68509 0.0080 -0.1266 0.2548
Br -5.07095 0.05375 4.19484 0.1110 -0.2306 -0.1524
Br 7.93979 8.03743 -2.40458 0.0542 -0.1774 -0.1749
Br 5.12080 9.84683 1.54153 0.2756 -0.0757 -0.0172
Br 3.86728 -0.57225 -5.25989 -0.0949 -0.2610 0.1189
Br -5.16627 -7.69510 6.85734 0.1405 0.2351 0.0800
Br -2.69714 -5.17301 -5.36751 0.2025 0.1897 0.1419
Br 9.06213 2.14155 -5.31599 -0.2658 0.0777 0.0386
Br 10.87053 -4.71042 -8.36748 -0.1821 -0.1133 0.1502
Br -5.17885 -2.18841 -1.51781 -0.2168 0.0170 0.0894
Br 1.36005 -0.42202 -9.39125 0.2689 0.1112 -0.0618
Br 8.64007 -6.96084 -7.88786 0.1507 0.2429 0.0804
Br -1.35079 6.18878 9.37191 0.0193 -0.1206 -0.2496
Br -9.28637 -8.65764 0.74855 0.0606 0.2892 0.0355
Br -8.88253 -6.06609 2.59282 0.0229 -0.0603 -0.2372
Br 9.68403 -5.19577 -5.42520 -0.0132 -0.0522 -0.3221
Br 7.69705 1.96574 0.50139 -0.3174 0.0066 0.0246
S 0.73026 2.92195 0.19630 -0.3317 -2.3564 -0.4858
O -1.16439 0.19654 3.68598 0.8284 -0.8289 1.0149
N 1.62385 1.75556 1.03036 -2.3210 -1.1356 -3.0313
N -0.11348 1.99869 -0.91232 1.2159 -1.3057 0.7683
N -0.47146 -1.91568 4.33481 0.5525 1.0790 -0.4869
C -8.63811 -6.83686 0.83366 0.0769 -0.0081 -0.0574
C -0.12992 -3.19580 2.24223 0.1094 -0.2719 0.5455
C -6.85938 -1.75667 -0.66183 0.0521 0.1166 -0.0727
C 1.24151 -1.95436 -0.08327 0.5714 1.8336 1.0512
C -1.21946 -4.06316 -4.79819 0.0183 -0.0026 -0.1003
C 3.11730 0.00055 -10.08155 -0.0312 -0.0613 -0.0907
C 1.79921 -3.34590 0.42240 -0.6068 0.1089 -1.4968
C 1.71450 -0.78751 0.66999 -1.1344 -0.6718 -1.5068
C 0.60462 -2.53859 3.47557 -0.5442 -0.8503 0.2201
C 7.17969 2.44591 -4.99492 0.1258 0.0532 0.1282
C -4.68548 -1.63951 3.34442 -0.2274 0.0667 -0.1072
C 6.98175 9.42163 1.22619 -0.0011 0.0036 -0.0488
C 2.96637 -1.98409 -4.28843 -0.0802 0.2836 -0.4996
C -4.40838 -6.00412 7.41381 -0.0864 0.0364 0.0142
C 9.32454 -5.24052 -7.32718 -0.0785 0.0658 0.0681
C 0.24768 0.65822 -0.77453 0.6816 2.1490 1.1968
C -9.27030 1.03136 3.86632 0.1096 0.0027 -0.0250
C 0.25382 -1.87119 -1.24551 -0.4344 3.7042 2.5453
C 1.24792 0.60880 0.36522 -0.0198 -2.6757 -0.3169
C 11.37408 -0.94443 -7.23699 0.0124 -0.0927 -0.0482
C -0.24006 -0.51171 -1.58498 0.6371 -1.6198 2.6365
C -9.52907 -1.94047 6.77238 -0.1146 -0.0350 -0.0585
C 0.71124 0.29248 5.19595 0.3307 -0.7267 -0.2483
C -3.48044 4.16197 3.70493 0.1464 0.1030 -0.0805
C 5.80926 2.26352 0.82316 -0.0635 0.0299 0.0561
C 0.76996 -4.12495 1.34546 -0.1335 0.6751 -0.1088
C 4.79948 4.65798 -9.04734 -0.0167 -0.0976 0.0111
C -14.12238 3.86074 4.47072 0.0385 -0.0101 -0.0273
C -1.49365 5.35684 7.63065 -0.0675 -0.0305 -0.0197
C 8.65196 6.30623 -2.89343 0.0215 -0.0094 0.1151
C -0.37130 -0.47856 4.33549 -0.6520 1.2078 -0.1438
H 0.22642 1.00362 5.92867 0.2409 -0.9972 -0.8888
H 9.68394 6.28031 -2.55719 -0.1767 0.0069 -0.0712
H 8.54538 -4.50936 -7.52110 0.1633 -0.0933 0.0291
H 0.07756 -4.72189 0.67708 0.8136 0.5414 0.7968
H 7.19078 9.65894 0.18738 -0.0270 -0.0549 0.1766
H -0.94273 -3.86046 2.68053 0.8653 0.7705 -0.4190
H 1.32075 -1.71620 3.21488 -0.3619 -1.1133 0.0269
H -0.07118 -2.80349 -1.78975 0.3945 1.7413 1.1286
H -5.15045 -5.23871 7.20524 0.1301 -0.1198 0.0258
H 2.43098 -0.91875 1.52578 -0.7421 -0.0032 -1.1158
H -7.61767 -1.74923 -1.43880 0.1184 -0.0317 0.1496
H -8.63336 0.69331 4.68031 -0.1009 0.0461 -0.1078
H -0.40061 -4.24295 -5.48898 -0.0686 0.0389 0.1908
H 1.93705 -3.97967 -0.51232 0.0132 0.6235 1.0556
H -7.56881 -6.87060 0.64757 -0.1812 0.0154 0.0394
H 11.85819 -1.88767 -7.47240 -0.0975 0.1474 0.0513
H 1.39669 -0.41625 5.75120 -0.7742 0.8326 -0.6107
H -3.55603 5.23558 3.84780 -0.0131 -0.1911 -0.0126
H -1.37807 -2.11129 3.88797 0.4686 0.1459 0.3068
H 3.63030 -2.28975 -3.48491 -0.1562 0.0179 -0.1153
H -5.61481 -1.99580 2.90728 0.1460 0.0521 0.0509
H 5.28913 3.71835 -9.28939 -0.0785 0.1382 0.0513
H 7.05147 3.51477 -4.84241 0.0013 -0.1565 -0.0290
H -10.28767 -1.92747 5.99466 0.1272 0.0189 0.1180
H -13.09404 3.78514 4.81110 -0.1715 0.0324 -0.0722
H 1.10011 -3.38929 4.04200 -0.2391 1.2144 -0.5464
H 3.59829 -0.94118 -10.32691 -0.0753 0.1697 0.0554
H -2.54985 5.32338 7.37970 0.1812 -0.0281 0.0273
H 2.82998 -3.23237 0.85762 -1.1863 0.0745 -0.1533
H -0.66186 -2.37804 1.68718 0.6266 -0.8510 0.1933
H 5.67848 3.32992 0.98142 0.0171 -0.1823 -0.0254
H 1.35327 -4.82465 2.00439 -0.6789 0.4775 -0.6404
H -0.98733 -0.33580 -2.39402 0.6908 -0.1435 0.8698
H 1.31395 0.93786 4.49470 -0.5866 -0.7267 0.6367
```
Forces are in eV/Å.

Output
Electronic energy, eV: -4042463.808
Gap between HOMO and LUMO, eV: 7.398
E_LUMO, Eh: -0.03894